Below is a structure of composition C34H32BiClF6N3O2Te, with properties calculated with the ωB97M-V functional and the def2-TZVPD basis.

```
80
Properties=species:S:1:pos:R:3:forces:R:3
Bi 0.188190 0.155190 0.089180 0.1 0.0 -0.1
Cl 0.690140 5.698568 -5.450796 0.0 0.0 0.0
C 0.393335 4.620223 -4.093416 0.0 0.0 0.0
C -0.883453 4.239656 -3.822833 0.0 0.0 0.0
C -1.340183 3.441119 -2.745079 0.0 0.0 0.0
C -0.593116 2.498566 -2.069549 0.1 0.1 0.1
O -1.004975 1.740813 -1.152007 -0.1 -0.1 0.0
C 1.546665 3.351394 -2.367947 0.0 0.0 0.1
C 2.543882 3.244933 -1.316675 0.0 0.0 0.0
N 2.530395 2.289686 -0.482719 0.0 0.0 0.0
C 3.535445 2.189712 0.487960 0.0 0.0 0.0
C 4.822276 1.850933 0.155969 0.0 0.0 0.0
C 5.791113 1.617609 1.154776 0.0 0.0 0.0
C 5.468616 1.730578 2.475515 0.0 0.0 0.0
C 4.157769 2.111737 2.852476 0.0 0.0 0.0
C 3.773180 2.280096 4.202333 0.0 0.0 0.0
C 2.502136 2.669709 4.488947 0.0 0.0 0.0
C 1.601876 2.881827 3.421715 0.0 0.0 0.0
N 1.907584 2.729073 2.161764 0.0 0.0 0.0
C 3.177086 2.343294 1.863566 0.0 0.0 0.0
C 1.497335 4.389850 -3.221590 0.0 0.0 0.0
H -1.651508 4.657847 -4.465560 0.0 0.0 0.0
H -2.388856 3.477148 -2.486414 0.0 0.0 0.0
H 3.299523 4.037197 -1.282758 0.0 0.0 0.0
H 5.072878 1.718528 -0.888551 0.0 0.0 0.0
H 6.792438 1.329039 0.861822 0.0 0.0 0.0
H 6.199553 1.529355 3.248806 0.0 0.0 0.0
H 4.494666 2.084413 4.986400 0.0 0.0 0.0
H 2.164835 2.794992 5.508710 0.0 0.0 0.0
H 0.580470 3.182473 3.635298 0.0 0.0 0.0
H 2.283881 5.134377 -3.170992 0.0 0.0 0.0
F 4.219146 -1.592728 3.987674 0.0 0.1 0.1
Te 3.077522 -1.475642 2.444515 -0.1 0.0 -0.2
F 3.957960 -3.034459 1.688177 0.0 0.0 0.0
F 1.511010 -1.700135 1.078174 0.1 0.0 0.1
F 2.067624 -2.787085 3.303980 0.0 0.0 0.0
F 1.826933 -0.313487 3.423486 0.0 0.1 0.0
O 0.712178 2.256941 -2.503957 0.0 0.0 -0.1
C -3.232796 -5.234661 -0.168449 0.0 0.0 0.0
C -3.148663 -3.767727 -0.501049 0.0 0.0 0.0
C -3.689701 -3.273764 -1.682780 0.0 0.0 0.0
C -3.591265 -1.923552 -2.000291 0.0 0.0 0.0
C -4.115559 -1.391958 -3.306935 0.0 0.0 0.0
C -2.964210 -1.065681 -1.107277 0.0 0.0 0.0
C -2.387868 -1.535352 0.072455 0.0 0.0 0.0
C -2.492221 -2.897919 0.360126 0.0 0.0 0.0
N -1.643865 -0.633996 0.864182 0.1 0.1 0.0
C -1.998427 -0.429047 2.286392 0.0 0.0 0.0
C -3.517753 -0.295142 2.410981 0.0 0.0 0.0
C -1.492445 -1.544805 3.212641 0.0 0.0 0.0
C -1.358648 0.878773 2.765147 0.0 0.0 0.0
H -3.522666 -5.820300 -1.041260 0.0 0.0 0.0
H -3.968410 -5.419249 0.618134 0.0 0.0 0.0
H -2.272600 -5.609946 0.189441 0.0 0.0 0.0
H -4.173311 -3.954075 -2.376702 0.0 0.0 0.0
H -4.717095 -2.138081 -3.826988 0.0 0.0 0.0
H -3.286329 -1.109743 -3.960624 0.0 0.0 0.0
H -4.727371 -0.501225 -3.154500 0.0 0.0 0.0
H -2.870408 -0.009566 -1.336384 0.0 0.0 0.0
H -1.994906 -3.299283 1.233189 0.0 0.0 0.0
H -4.023604 -1.213715 2.110605 0.0 0.0 0.0
H -3.878987 0.516067 1.775349 0.0 0.0 0.0
H -3.787331 -0.079157 3.447167 0.0 0.0 0.0
H -2.021159 -2.482948 3.047283 0.0 0.0 0.0
H -1.653566 -1.260802 4.256339 0.0 0.0 0.0
H -0.424431 -1.713344 3.068220 0.0 0.0 0.0
H -1.597104 1.702285 2.085986 0.0 0.0 0.0
H -0.273634 0.782929 2.855187 0.0 0.0 0.0
H -1.735837 1.126038 3.759612 0.0 0.0 0.0
F -0.227366 -3.983396 -4.731605 0.0 0.0 0.0
C -0.097411 -3.080930 -3.727125 0.0 0.0 0.0
C 0.123588 -3.540108 -2.446354 0.0 0.0 0.0
C 0.247663 -2.609347 -1.424198 0.0 0.0 0.0
C 0.145134 -1.241113 -1.674899 -0.1 0.0 0.0
C -0.070090 -0.821876 -2.984061 0.0 0.0 0.0
C -0.189259 -1.738200 -4.023223 0.0 0.0 0.0
H 0.190562 -4.603434 -2.257358 0.0 0.0 0.0
H 0.421202 -2.964633 -0.416725 0.0 0.0 0.0
H -0.151707 0.227544 -3.226198 0.0 0.0 0.0
H -0.355733 -1.418917 -5.043847 0.0 0.0 0.0
```
Positions in Å, forces in eV/Å.

The energy relative to the best compared isomer or geometry (same formula, charge and spin) is 0.000 eV. The HOMO-LUMO gap comes out at 7.17 eV. The net charge is -1. Its HOMO energy is -5.070 eV. Its spin multiplicity is 1. Its total energy is -3171.75329 Eh.

Atom charges from the Löwdin analysis, given in e for atoms 1 to 6: number 1, Bi, carries 1.8642; number 2, Cl, carries 0.5929; number 3, C, carries -0.6635; number 4, C, carries -0.1265; number 5, C, carries -0.0307; number 6, C, carries -0.4843

=====

Below is a structure of composition C34H32Br3N3O4Pb at a distorted geometry, with properties calculated with the ωB97M-V functional and the def2-TZVPD basis.

```
77
Properties=species:S:1:pos:R:3:forces:R:3
Pb 0.987397 -0.839448 2.806550 -1.0 -1.0 0.2
Br -3.526869 -2.364799 5.513933 0.1 0.0 -0.3
C -3.197855 -2.631202 3.667629 0.9 0.6 -0.7
C -4.220171 -3.198957 2.869165 0.2 0.2 1.4
C -3.938621 -3.481591 1.572233 -1.5 -0.4 -0.5
Br -5.282853 -4.422113 0.531210 0.4 0.4 0.4
C -2.758390 -3.062440 0.940209 0.1 0.5 1.6
C -2.504302 -3.226523 -0.387721 0.0 -0.4 -1.9
C -1.304621 -2.837973 -0.910787 1.1 -0.7 -0.2
C -0.309986 -2.362915 -0.044978 0.1 0.7 0.5
N -0.569920 -2.059279 1.230196 1.0 -0.2 -1.4
C -1.764013 -2.396466 1.719855 -1.1 -0.9 0.0
C -1.960954 -2.204643 3.111918 -0.5 0.5 1.5
O -1.022540 -1.611938 3.790738 0.3 0.2 0.1
H -5.182350 -3.363018 3.403022 0.8 -0.3 -0.9
H -3.249182 -3.710240 -1.017270 0.2 0.2 0.1
H -1.033677 -3.084181 -1.937540 -0.2 0.3 0.2
H 0.720673 -2.191140 -0.379654 -0.5 0.0 0.0
Br 5.066756 -2.199854 4.108570 -0.7 0.3 0.5
C 3.614583 -1.486778 5.206517 0.3 -0.4 -0.9
C 3.906352 -0.368652 5.967792 -0.4 0.4 0.5
C 2.877128 0.122704 6.810473 0.6 0.3 -0.5
C 1.613640 -0.437609 6.791017 -1.3 -0.5 -0.4
C 1.309660 -1.509724 5.919868 0.1 -1.5 -0.5
C 2.345339 -2.095847 5.121674 0.0 0.6 0.5
C 2.118869 -3.326151 4.144754 -0.3 2.9 0.9
O 2.265788 -4.419088 4.569964 0.2 -1.8 0.2
O 1.753270 -2.932107 2.965645 -0.1 0.0 -0.5
H 4.903852 0.117442 5.886294 -0.9 -0.5 0.3
H 3.035616 0.999922 7.438369 0.2 -0.3 -0.2
H 0.780152 -0.029124 7.409749 0.9 -0.3 -0.5
H 0.295490 -2.031340 5.852668 1.4 1.2 0.3
C 3.915760 3.700650 -4.329326 -0.2 0.9 -0.6
C 3.345166 2.495848 -3.671979 -0.1 -1.0 0.4
C 3.758609 1.204689 -4.039652 0.3 1.4 -1.5
C 3.303587 0.112236 -3.368753 0.8 -1.6 1.1
C 3.877127 -1.274461 -3.611048 -0.5 0.7 -1.0
C 2.433276 0.255877 -2.297010 -0.8 -0.4 -1.2
C 1.849136 1.482526 -2.077306 -0.4 -1.1 1.3
C 2.360141 2.573942 -2.687548 0.7 1.9 -0.6
N 0.799231 1.617130 -1.086318 -0.3 -0.3 0.8
C -0.683593 1.659148 -1.403615 0.1 -0.3 0.0
C -1.208097 3.076708 -1.447133 0.7 1.1 2.2
C -2.694952 3.156855 -1.669095 -0.6 -0.7 -0.8
C -2.938949 2.570624 -3.070227 -0.8 -0.8 0.2
C -2.413503 1.105442 -3.116218 -0.7 1.0 -0.1
C -3.193662 0.268753 -2.094658 0.1 0.2 -0.6
C -2.988235 0.879392 -0.692960 0.8 -1.0 -0.6
C -3.498691 2.296365 -0.659027 0.7 1.1 0.8
C -1.486488 0.876573 -0.341790 -0.3 1.1 -1.5
C -0.903623 1.074721 -2.787447 -0.8 -0.4 -0.6
H 3.645162 4.643821 -3.804958 0.1 -0.6 -0.5
H 3.587800 3.722258 -5.380679 -0.3 0.3 0.3
H 4.992810 3.687615 -4.458289 0.3 -0.2 0.5
H 4.383135 1.095785 -4.951848 -0.2 0.0 0.9
H 4.578579 -1.258535 -4.425612 0.3 0.1 -0.4
H 3.116415 -1.991666 -3.872307 -0.5 -0.2 -0.1
H 4.397748 -1.665189 -2.775526 0.5 -0.2 1.1
H 2.076632 -0.669221 -1.882335 -0.2 0.0 0.7
H 2.027029 3.534112 -2.326569 -0.1 0.3 -0.2
H -0.712382 3.585459 -2.256777 0.4 0.6 -0.2
H -0.974410 3.568274 -0.447292 0.0 -0.4 -1.2
H -3.027462 4.196845 -1.639054 0.0 0.0 0.1
H -2.487697 3.119952 -3.887655 0.3 0.5 0.0
H -4.027573 2.553895 -3.266767 0.4 0.0 0.0
H -2.635600 0.772298 -4.139558 0.4 -0.3 0.2
H -2.809303 -0.750280 -2.190732 -0.1 -0.1 0.5
H -4.271832 0.224589 -2.359806 0.5 0.1 0.2
H -3.490617 0.205996 -0.008256 -0.3 0.2 0.5
H -3.339264 2.736018 0.388219 -0.6 -0.6 -1.3
H -4.535811 2.288305 -0.993035 -0.2 0.3 0.5
H -1.087797 -0.091556 -0.397494 0.3 -1.5 0.5
H -1.308811 1.341119 0.602225 0.0 0.1 0.8
H -0.360471 1.644829 -3.536554 0.1 0.2 -0.1
H -0.552376 0.053293 -2.893108 0.2 -0.3 0.3
O 2.307885 1.478567 0.472165 -0.8 -0.2 -0.1
N 1.107711 1.485464 0.210650 0.6 0.4 -0.6
```
Positions in Å, forces in eV/Å.

The energy relative to the best compared isomer or geometry (same formula, charge and spin) is 0.000 eV. The HOMO-LUMO gap comes out at 7.25 eV. Its HOMO energy is -7.777 eV. Its spin multiplicity is 1. Its total energy is -9694.93357 Eh.

Atom charges from the Löwdin analysis, given in e for atoms 1 to 6: number 1, Pb, carries 1.5100; number 2, Br, carries 0.7636; number 3, C, carries -0.5887; number 4, C, carries -0.1683; number 5, C, carries -0.5869; number 6, Br, carries 0.7304

=====

Below is a structure of composition C34H32BrCoO2Sb, with properties calculated with the ωB97M-V functional and the def2-TZVPD basis.

```
71
Properties=species:S:1:pos:R:3:forces:R:3
Co 1.556015 2.302124 0.679623 0.1 0.0 0.2
C 2.667641 4.109255 1.267208 0.0 0.0 0.0
C 3.131453 3.005359 2.038170 0.0 0.0 0.0
C 3.668248 2.040859 1.158793 0.0 0.0 0.0
C 3.476896 2.511537 -0.164749 0.0 0.0 0.0
C 2.875822 3.809180 -0.092007 0.0 0.0 0.0
H 2.174963 4.988271 1.654619 0.0 0.0 0.0
H 3.038335 2.902256 3.108447 0.0 0.0 0.0
H 4.055897 1.072736 1.435708 0.0 0.0 0.0
H 3.763540 2.000560 -1.070436 0.0 0.0 0.0
H 2.605741 4.429590 -0.932376 0.0 0.0 0.0
C -2.037411 -4.236682 0.703609 0.0 0.0 0.0
C -0.558158 -4.536438 0.589567 0.0 0.0 0.0
C -0.150137 -5.866725 0.705472 0.0 0.0 0.0
C 1.192909 -6.216751 0.609847 0.0 0.0 0.0
C 2.127004 -5.211330 0.407160 0.0 0.0 0.0
C 1.697573 -3.888476 0.306218 0.0 0.0 0.0
C 0.359862 -3.483570 0.375794 0.0 0.0 0.0
Sb 0.617741 -0.725757 -0.013339 0.0 0.0 0.0
C -1.547842 -0.701587 -0.015516 0.0 0.0 0.0
C -2.256663 -0.423165 -1.180915 0.0 0.0 0.0
C -3.645160 -0.376953 -1.197295 0.0 0.0 0.0
C -4.346547 -0.582797 -0.017824 0.0 0.0 0.0
C -3.649833 -0.823975 1.157948 0.0 0.0 0.0
C -2.257803 -0.887238 1.177496 0.0 0.0 0.0
C -1.531578 -1.137983 2.470273 0.0 0.0 0.0
C 1.183748 -1.384408 -2.025166 0.0 0.0 0.0
C 2.369862 -0.761221 -2.433370 0.0 0.0 0.0
C 2.988279 -1.038841 -3.641304 0.0 0.0 0.0
C 2.408245 -1.962306 -4.501602 0.0 0.0 0.0
C 1.234109 -2.586931 -4.120527 0.0 0.0 0.0
C 0.616091 -2.327570 -2.892059 0.0 0.0 0.0
C -0.632760 -3.106609 -2.576131 0.0 0.0 0.0
H -2.643202 -5.144744 0.617322 0.0 0.0 0.0
H -2.358344 -3.528135 -0.061833 0.0 0.0 0.0
H -2.270467 -3.769555 1.664629 0.0 0.0 0.0
H -0.893697 -6.646511 0.866615 0.0 0.0 0.0
H 1.499014 -7.255343 0.691342 0.0 0.0 0.0
H 3.183365 -5.456564 0.324290 0.0 0.0 0.0
H 2.467087 -3.126111 0.151562 0.0 0.0 0.0
H -1.707868 -0.237238 -2.099607 0.0 0.0 0.0
H -4.173622 -0.174076 -2.122796 0.0 0.0 0.0
H -5.430622 -0.544985 -0.009394 0.0 0.0 0.0
H -4.194875 -0.967717 2.085894 0.0 0.0 0.0
H -2.229299 -1.413559 3.264145 0.0 0.0 0.0
H -0.993873 -0.239251 2.784053 0.0 0.0 0.0
H -0.801247 -1.942388 2.339941 0.0 0.0 0.0
H 2.821115 -0.022835 -1.776848 0.0 0.0 0.0
H 3.910028 -0.534643 -3.911078 0.0 0.0 0.0
H 2.865639 -2.192658 -5.457851 0.0 0.0 0.0
H 0.773752 -3.311650 -4.786851 0.0 0.0 0.0
H -1.296639 -3.131393 -3.446574 0.0 0.0 0.0
H -1.165902 -2.685718 -1.731546 0.0 0.0 0.0
H -0.378726 -4.134033 -2.305153 0.0 0.0 0.0
C 0.581487 1.399370 -0.733812 0.1 0.0 0.0
H 1.001609 1.489332 -1.741217 0.0 0.0 0.0
H -0.471058 1.702593 -0.766009 0.0 -0.1 0.0
Br -1.969619 8.034275 3.322993 0.0 0.0 0.0
C -1.510409 6.551529 2.202056 0.0 0.0 0.0
C -1.454852 6.748998 0.833069 0.0 0.0 0.0
C -1.123476 5.667042 0.027816 0.0 0.0 0.0
C -0.839644 4.428809 0.586557 0.0 0.0 0.0
C -0.899424 4.252507 1.963678 0.0 0.0 0.0
C -1.251744 5.323440 2.778806 0.0 0.0 0.0
C -0.609352 2.900808 2.620154 -0.1 0.0 0.0
O -1.094231 2.710802 3.736867 0.0 0.0 0.0
O 0.079562 2.074712 1.946985 0.0 -0.1 -0.1
H -1.665722 7.721802 0.409669 0.0 0.0 0.0
H -1.078087 5.796498 -1.046918 0.0 0.0 0.0
H -0.551512 3.591337 -0.037641 0.0 0.0 0.0
H -1.321226 5.160836 3.845351 0.0 0.0 0.0
```
Positions in Å, forces in eV/Å.

The energy relative to the best compared isomer or geometry (same formula, charge and spin) is 0.000 eV. The HOMO-LUMO gap (spin up / spin down) comes out at 4.53 / 4.56 eV. The net charge is -2. Its HOMO energy (spin up / spin down) is -0.753 / -0.779 eV. Its spin multiplicity is 2. Its total energy is -5662.25787 Eh.

Atom charges from the Löwdin analysis, given in e for atoms 1 to 6: number 1, Co, carries 0.2901; number 2, C, carries -0.1770; number 3, C, carries -0.1709; number 4, C, carries -0.1714; number 5, C, carries -0.1981; number 6, C, carries -0.1782

=====

Q: Which of these has the highest spin multiplicity?
A: C34H32BrCoO2Sb

=====

Q: The highest spin multiplicity belongs to which entry?
A: C34H32BrCoO2Sb